Formula: C10H20AlF4O4S
Source: OMol25
Level of theory: ωB97M-V/def2-TZVPD

Structure (XYZ):
```
40
Properties=species:S:1:pos:R:3
C 3.892 0.592 0.261
C 2.295 0.109 0.275
C 1.732 0.092 1.813
C 1.361 1.028 -0.766
C 1.048 2.525 -0.210
C 0.084 0.128 -1.225
O -1.243 0.667 -0.914
C -2.168 -0.424 -0.572
C -3.735 -0.160 -1.018
C -4.327 1.309 -0.592
O -4.402 1.555 0.857
S -2.955 1.147 1.662
O -3.318 1.072 3.196
O -1.885 2.302 1.570
C -2.191 -0.490 1.099
H 4.556 -0.382 0.075
H 4.139 1.343 -0.607
H 4.244 0.999 1.322
H 2.313 -1.021 -0.104
H 0.677 0.616 1.827
H 2.447 0.673 2.564
H 1.623 -1.047 2.128
H 2.051 1.159 -1.732
H -0.057 2.892 -0.289
H 1.410 2.711 0.911
H 1.692 3.293 -0.859
H 0.143 -0.013 -2.406
H 0.224 -0.951 -0.737
H -1.870 -1.475 -1.051
H -3.921 -0.425 -2.164
H -4.377 -0.964 -0.414
H -3.722 2.129 -1.193
H -5.446 1.394 -0.997
H -1.125 -0.671 1.548
H -2.961 -1.357 1.350
F 3.095 -4.976 -2.441
Al 2.754 -4.071 -0.921
F 1.400 -2.917 -1.201
F 4.225 -3.161 -0.420
F 2.294 -5.231 0.378
```

Total energy = -47190.306 eV
Frontier orbital gap = 0.35766 Ha
E_HOMO = -7.5 eV
Relative energy (zero: lowest compared OMol25 entry of this formula, charge and spin) = 163.6 kcal/mol
Multiplicity = 1
Total charge = -1

***

Formula: C10H20BO6
Source: OMol25
Level of theory: ωB97M-V/def2-TZVPD

Structure (XYZ):
```
37
Properties=species:S:1:pos:R:3
O 0.902 4.103 -3.752
B 1.089 2.909 -2.837
C 1.259 3.456 -1.274
C 2.600 4.166 -1.100
O 3.732 3.307 -1.235
H 0.575 4.829 -3.206
H 2.117 2.324 -3.173
H 0.152 2.095 -2.931
H 1.220 2.648 -0.547
H 0.475 4.178 -1.011
H 2.631 4.705 -0.145
H 2.698 4.929 -1.870
H 4.055 3.076 -0.357
O -1.230 1.882 0.342
C -1.060 0.905 -0.325
O 0.173 0.455 -0.645
C 0.083 -0.641 -1.558
C -1.313 -1.220 -1.345
C -2.111 0.023 -0.970
H 0.238 -0.256 -2.568
H 0.875 -1.354 -1.330
H -1.694 -1.751 -2.218
H -1.299 -1.910 -0.510
H -2.497 0.539 -1.851
H -2.918 -0.185 -0.274
O -2.229 -1.968 1.507
C -1.696 -2.694 2.289
O -2.279 -3.088 3.450
C -1.352 -3.864 4.229
C -0.334 -4.396 3.229
C -0.300 -3.277 2.190
H -0.898 -3.209 4.975
H -1.897 -4.654 4.740
H 0.632 -4.618 3.678
H -0.710 -5.312 2.771
H 0.417 -2.496 2.447
H -0.107 -3.638 1.184
```

Total energy = -23656.839 eV
Frontier orbital gap = 0.20376 Ha
E_HOMO = -3.4 eV
Relative energy (zero: lowest compared OMol25 entry of this formula, charge and spin) = 9.1 kcal/mol
Multiplicity = 1
Total charge = -1

***

Formula: C10H20BiN2PS
Source: OMol25
Level of theory: ωB97M-V/def2-TZVPD

Structure (XYZ):
```
35
Properties=species:S:1:pos:R:3
C -0.603 0.218 -4.626
C -1.406 1.297 -4.194
C -0.612 2.165 -3.402
C 0.709 1.618 -3.327
C 0.724 0.377 -4.054
Bi 0.959 -0.556 -1.424
P -0.052 -3.133 -1.116
H -0.900 -0.596 -5.280
H -2.485 1.397 -4.350
H -0.940 3.084 -2.894
H 1.621 -0.161 -4.369
H 1.602 2.126 -2.964
H 1.015 -3.947 -1.679
H -1.242 -3.583 -1.839
H -0.179 -3.573 0.266
C -2.197 1.166 1.596
N -1.057 0.503 2.241
C -1.390 -0.802 2.851
C 0.166 0.638 1.655
S 0.313 1.547 0.183
N 1.239 0.003 2.212
C 1.358 -0.019 3.662
C 2.521 -0.040 1.484
H -3.095 0.955 2.197
H -2.364 0.788 0.568
H -2.023 2.254 1.551
H -0.868 -1.638 2.351
H -1.136 -0.808 3.921
H -2.469 -0.955 2.755
H 1.348 -1.053 4.030
H 2.316 0.437 3.959
H 0.546 0.537 4.126
H 2.436 -0.453 0.461
H 2.979 0.947 1.424
H 3.169 -0.741 2.026
```

Total energy = -39633.217 eV
Frontier orbital gap = 0.20164 Ha
E_HOMO = -5.6 eV
Relative energy (zero: lowest compared OMol25 entry of this formula, charge and spin) = 0.0 kcal/mol
Multiplicity = 1

***

Formula: C10H20Cl10F8Mg2N4O16S8
Source: OMol25
Level of theory: ωB97M-V/def2-TZVPD

Structure (XYZ):
```
78
Properties=species:S:1:pos:R:3
Mg 21.824 10.231 -15.547
Mg 20.894 6.777 -18.042
N 20.282 9.300 -15.249
S 18.768 9.675 -15.165
O 18.262 10.046 -13.870
O 17.881 9.107 -16.182
F 19.040 11.171 -15.699
S 19.980 7.625 -15.049
O 19.922 6.867 -16.290
O 19.322 7.109 -13.859
F 21.478 7.257 -14.579
N 22.580 11.823 -15.073
S 23.816 12.773 -15.227
O 24.891 12.569 -14.276
O 23.680 14.103 -15.815
F 24.416 12.043 -16.548
S 21.993 13.000 -13.919
O 21.249 14.187 -14.322
O 22.612 12.986 -12.611
F 20.756 12.044 -13.658
N 22.532 6.375 -17.342
S 23.491 5.127 -17.333
O 23.511 4.270 -16.148
O 24.598 5.154 -18.263
F 22.398 4.383 -18.286
S 23.601 7.384 -16.417
O 24.676 6.844 -15.567
O 23.001 8.655 -16.032
F 24.423 7.916 -17.738
N 20.378 8.395 -18.785
S 19.188 9.209 -19.494
O 19.238 9.185 -20.964
O 18.667 10.430 -18.895
F 18.042 8.070 -19.248
S 21.326 9.829 -18.846
O 21.544 10.390 -17.514
O 21.386 10.693 -20.034
F 22.668 8.995 -19.157
Cl 22.814 9.156 -12.979
C 23.773 8.942 -11.508
C 23.798 10.238 -10.605
Cl 22.152 10.626 -10.032
H 24.761 8.786 -11.940
H 23.484 8.031 -10.983
H 24.152 11.079 -11.200
H 24.494 10.053 -9.787
Cl 25.861 9.779 -14.990
C 27.497 10.157 -15.592
C 28.124 8.941 -16.353
Cl 28.226 7.538 -15.248
H 28.164 10.471 -14.789
H 27.486 10.998 -16.286
H 29.132 9.134 -16.720
H 27.596 8.583 -17.237
Cl 24.811 11.021 -19.412
C 25.638 12.506 -19.774
C 25.073 13.123 -21.014
Cl 23.412 13.481 -20.648
H 26.676 12.264 -19.999
H 25.630 13.027 -18.817
H 25.096 12.571 -21.953
H 25.577 14.067 -21.222
Cl 17.542 11.638 -9.423
C 18.158 11.477 -11.060
C 18.351 12.838 -11.688
Cl 19.609 13.892 -11.044
H 17.472 10.858 -11.639
H 19.124 11.000 -10.896
H 17.414 13.395 -11.648
H 18.575 12.682 -12.744
Cl 20.646 13.491 -17.901
C 21.136 15.162 -17.535
C 20.895 16.136 -18.710
Cl 21.424 17.726 -18.167
H 22.204 15.130 -17.318
H 20.569 15.490 -16.664
H 19.828 16.086 -18.930
H 21.465 15.910 -19.611
```

Total energy = -293945.065 eV
Frontier orbital gap = 0.27650 Ha
E_HOMO = -10.3 eV
Relative energy (zero: lowest compared OMol25 entry of this formula, charge and spin) = 207.9 kcal/mol
Multiplicity = 1